Formula: C8H16FNO6
Source: the OMol25 dataset
Level of theory: the ωB97M-V functional and the def2-TZVPD basis

Values from the calculation:
total energy = -920.31417 Ha
HOMO-LUMO gap = 0.3196 Ha
E_LUMO = -0.53 eV
multiplicity = 1

Cartesian coordinates (Å):
N -1.771 -0.459 -0.011
H -1.292 -1.207 0.122
H -1.939 -0.120 -0.971
H -1.346 0.030 0.741
H -2.535 -0.536 0.649
F 0.804 0.302 -0.316
C 0.413 4.993 0.897
C -0.734 4.400 0.017
C -0.801 2.873 -0.027
O -2.186 2.707 0.263
C -2.732 3.839 0.662
O -3.862 3.928 0.976
O -1.957 4.839 0.537
H 0.167 4.889 1.836
H 0.330 6.051 0.735
H 1.367 4.634 0.473
H -0.669 4.869 -1.168
H -0.141 2.387 0.717
H -0.430 2.557 -0.983
C 2.987 -4.497 -0.144
C 1.781 -3.620 0.071
C 1.160 -2.989 -1.176
O -0.127 -3.432 -1.248
C -0.275 -4.481 -0.367
O -1.254 -5.302 -0.242
O 0.707 -4.629 0.448
H 3.949 -3.881 -0.186
H 2.517 -5.107 -0.874
H 3.310 -4.936 0.863
H 2.060 -2.920 0.903
H 1.431 -3.372 -2.069
H 1.067 -1.808 -1.130

***

Formula: C8H16HfN2PS
Source: the OMol25 dataset
Level of theory: the ωB97M-V functional and the def2-TZVPD basis

Values from the calculation:
total energy = -1211.02936 Ha
charge = +1
HOMO-LUMO gap (spin up / spin down) = 0.1993 / 0.1993 Ha
E_LUMO (spin up / spin down) = -3.86 / -3.86 eV
multiplicity = 1

Cartesian coordinates (Å):
C 0.386 0.764 -2.094
C 0.087 -0.094 -3.127
C -0.254 -1.477 -3.145
C -0.346 -2.347 -2.026
C -0.181 -2.107 -0.678
Hf -0.142 -0.084 -0.179
P 0.150 2.463 0.745
H 0.692 1.821 -2.121
H 0.172 0.386 -4.105
H -0.387 -1.930 -4.137
H -0.202 -2.826 0.144
H -0.547 -3.394 -2.263
H -0.984 2.899 1.510
H 0.288 3.409 -0.327
H 1.253 2.718 1.629
C 0.654 1.453 5.688
N 0.850 0.844 4.395
C 0.002 -0.011 3.818
S 0.032 -0.197 2.084
N -0.864 -0.840 4.411
C -0.662 -1.454 5.694
H -0.263 1.054 6.097
H 0.601 2.535 5.586
H 1.519 1.172 6.277
H 1.497 1.284 3.743
H -1.491 -1.291 3.744
H -1.534 -1.175 6.272
H -0.604 -2.534 5.585
H 0.252 -1.049 6.103

***

Formula: C8H16HgO4P
Source: the OMol25 dataset
Level of theory: the ωB97M-V functional and the def2-TZVPD basis

Values from the calculation:
total energy = -1109.41034 Ha
charge = +1
HOMO-LUMO gap = 0.1320 Ha
E_LUMO = -8.41 eV
multiplicity = 1

Cartesian coordinates (Å):
C 0.632 -4.021 1.502
C 0.670 -2.941 0.735
P 0.891 -1.344 -0.318
C 1.114 0.175 -1.473
C 1.734 1.478 -0.756
C 3.267 1.328 -0.303
O 3.973 0.281 -0.385
O 3.894 2.540 0.202
O -0.331 -0.530 0.615
C -1.657 -0.780 0.111
C -2.641 0.362 0.803
C -1.862 1.772 0.620
O -3.966 0.456 0.174
H 0.915 -4.831 2.281
H -0.052 -1.902 -1.265
H 1.954 -2.011 -1.051
H 1.883 -0.860 0.640
H 1.836 -0.093 -2.348
H 0.081 0.480 -1.887
H 1.720 2.327 -1.557
H 1.039 1.859 0.090
H 4.319 2.271 1.055
H -1.779 -0.653 -1.053
H -2.027 -1.840 0.434
H -2.657 0.114 1.925
H -2.630 2.614 0.825
H -0.993 1.898 1.377
H -1.419 1.832 -0.444
H -4.444 1.203 0.636
Hg -3.461 -1.183 -1.187

***

Formula: C8H16IN2O
Source: the OMol25 dataset
Level of theory: the ωB97M-V functional and the def2-TZVPD basis

Values from the calculation:
total energy = -796.51165 Ha
charge = +1
HOMO-LUMO gap = 0.3233 Ha
E_LUMO = -4.04 eV
multiplicity = 1

Cartesian coordinates (Å):
C 3.382 -1.213 2.283
C 2.200 -0.282 2.284
C 1.579 -0.024 0.933
C 0.183 -0.628 0.671
C -0.272 -0.089 -0.714
C -0.749 1.435 -0.879
N -1.266 1.367 -2.291
C -2.691 0.980 -2.455
N -3.280 0.099 -1.803
C -2.668 -0.799 -0.877
I -3.690 -0.290 1.104
O -1.386 -1.054 -1.048
H 4.212 -0.671 1.865
H 3.206 -1.985 1.580
H 3.683 -1.465 3.306
H 2.507 0.583 2.771
H 1.425 -0.710 2.908
H 1.540 1.112 0.780
H 2.129 -0.580 0.163
H -0.479 -0.220 1.428
H 0.014 -1.712 0.564
H 0.381 -0.425 -1.485
H -1.475 1.820 -0.195
H 0.123 2.058 -0.943
H -1.350 2.185 -2.875
H -0.668 0.722 -2.924
H -3.269 1.551 -3.167
H -3.319 -1.764 -0.984